Entry 1:
# C38H73BN5O10P

A 3-piece molecular cluster, C38H73BN5O10P overall at a distorted geometry (ωB97M-V/def2-TZVPD, the OMol25 dataset).

Structure (XYZ):
```
128
Properties=species:S:1:pos:R:3
C 0.85 -5.82 1.21
B 1.24 -4.24 1.41
O 1.32 -3.81 2.76
C 1.53 -3.28 0.16
C 0.52 -3.05 -0.97
C -0.89 -3.71 -0.95
C -2.11 -2.71 -1.02
C -1.91 -1.31 -0.31
C -2.95 -0.30 -1.00
C -3.30 0.95 -0.09
C -4.69 0.62 0.62
C -5.94 0.99 -0.28
C -6.54 -0.25 -1.07
O -6.39 -0.11 -2.51
C -7.23 -0.98 -3.19
C -8.06 -0.45 -4.43
O -7.37 -2.15 -2.90
C 0.96 -2.17 -2.06
C 0.01 -1.90 -3.30
N 0.68 -2.24 -4.61
C 2.31 -1.49 -2.05
N 2.60 -0.65 -3.12
C 3.81 -0.04 -3.03
P 4.21 1.16 -4.42
O 4.68 2.48 -3.91
O 5.18 0.48 -5.59
O 2.74 1.47 -5.19
C 4.76 -0.31 -1.90
C 6.16 0.43 -1.94
C 7.11 -0.25 -3.02
C 8.28 0.67 -3.56
C 7.85 2.13 -3.97
C 9.53 0.72 -2.56
N 4.56 -1.15 -0.85
C 3.29 -1.71 -0.97
C 2.86 -2.65 0.14
C 3.87 -2.97 1.31
H 0.60 -6.03 0.14
H 1.75 -6.46 1.45
H 0.00 -6.14 1.86
H 1.34 -4.61 3.31
H -0.95 -4.36 -1.88
H -1.07 -4.40 -0.09
H -2.97 -3.21 -0.48
H -2.51 -2.54 -2.07
H -2.23 -1.37 0.77
H -0.90 -0.84 -0.45
H -3.84 -0.82 -1.44
H -2.37 0.12 -1.89
H -2.49 1.23 0.63
H -3.49 1.81 -0.80
H -4.76 1.21 1.58
H -4.68 -0.50 0.80
H -5.76 1.81 -1.02
H -6.76 1.33 0.43
H -6.14 -1.24 -0.71
H -7.65 -0.25 -0.87
H -9.11 -0.16 -4.13
H -8.14 -1.24 -5.23
H -7.55 0.43 -4.91
H -0.90 -2.56 -3.27
H -0.25 -0.81 -3.24
H 0.91 -1.32 -5.00
H 1.56 -2.74 -4.44
H 4.94 0.94 -6.42
H 2.59 0.69 -5.78
H 6.05 1.53 -2.04
H 6.65 0.25 -0.93
H 6.51 -0.72 -3.86
H 7.61 -1.12 -2.50
H 8.67 0.17 -4.49
H 8.79 2.67 -4.33
H 7.08 2.16 -4.79
H 7.52 2.69 -3.06
H 10.28 1.40 -3.05
H 9.24 1.13 -1.55
H 9.99 -0.31 -2.46
H 4.03 -4.09 1.26
H 4.88 -2.52 1.15
H 3.45 -2.72 2.32
C -9.77 1.36 1.86
O -9.07 2.28 1.05
C -9.77 2.61 -0.15
C -10.18 4.08 -0.13
N -11.23 4.32 0.86
C -11.51 5.74 1.09
C -10.40 6.57 1.74
O -10.11 6.20 3.08
C -9.14 5.18 3.21
H -9.12 1.09 2.70
H -10.69 1.80 2.26
H -10.00 0.45 1.31
H -10.63 1.96 -0.31
H -9.07 2.46 -0.98
H -10.54 4.37 -1.12
H -9.28 4.68 0.10
H -10.95 3.90 1.74
H -12.39 5.78 1.74
H -11.80 6.20 0.14
H -10.77 7.60 1.79
H -9.49 6.61 1.13
H -8.39 5.21 2.41
H -9.62 4.20 3.25
H -8.63 5.33 4.17
C 8.10 -0.68 7.20
O 7.67 -1.76 6.38
C 6.28 -1.70 6.06
C 6.09 -1.47 4.57
N 6.49 -0.12 4.19
C 6.55 0.10 2.74
C 7.62 -0.68 1.97
O 8.95 -0.29 2.29
C 9.52 -1.00 3.37
H 9.14 -0.85 7.46
H 8.03 0.27 6.66
H 7.51 -0.64 8.12
H 5.75 -0.95 6.65
H 5.86 -2.68 6.32
H 5.04 -1.62 4.31
H 6.69 -2.22 4.03
H 7.41 0.08 4.58
H 6.74 1.17 2.59
H 5.57 -0.11 2.31
H 7.49 -0.43 0.91
H 7.49 -1.76 2.04
H 9.15 -2.02 3.45
H 9.35 -0.46 4.31
H 10.60 -1.04 3.22
```

Results
HOMO (hartree): -0.3097
Calculated total energy (hartree): -2884.0301
Gap between HOMO and LUMO (eV): 7.5066


Entry 2:
# C38H74F30N10O24S10

A 10-piece molecular cluster, C38H74F30N10O24S10 overall at a distorted geometry (ωB97M-V/def2-TZVPD, the OMol25 dataset).

Structure (XYZ):
```
186
Properties=species:S:1:pos:R:3
C 9.03 -12.54 2.13
N 8.46 -12.52 0.69
C 7.93 -13.88 0.47
C 7.25 -11.60 0.51
C 9.70 -12.23 -0.25
C 10.47 -10.93 -0.01
O 9.86 -9.58 -0.25
H 8.29 -12.73 2.91
H 9.32 -11.52 2.35
H 9.80 -13.28 2.34
H 7.55 -14.02 -0.54
H 7.26 -14.14 1.28
H 8.72 -14.63 0.53
H 6.43 -11.91 1.16
H 7.05 -11.51 -0.56
H 7.59 -10.60 0.80
H 9.34 -12.39 -1.26
H 10.30 -13.13 -0.09
H 11.36 -11.02 -0.64
H 10.98 -11.07 0.95
H 9.38 -9.59 -1.08
C 3.75 -8.52 -15.30
N 4.27 -9.93 -15.48
C 4.17 -10.41 -16.93
C 5.82 -10.02 -15.11
C 3.50 -10.74 -14.37
C 3.40 -12.21 -14.62
O 4.55 -12.90 -14.94
H 3.87 -8.20 -14.26
H 2.73 -8.55 -15.67
H 4.40 -7.91 -15.92
H 3.11 -10.62 -17.10
H 4.74 -11.34 -16.95
H 4.60 -9.64 -17.58
H 6.38 -9.30 -15.71
H 6.14 -11.05 -15.23
H 5.95 -9.85 -14.04
H 2.47 -10.39 -14.42
H 3.97 -10.47 -13.43
H 2.68 -12.43 -15.40
H 3.02 -12.63 -13.68
H 4.39 -13.76 -15.35
C -4.24 -22.71 5.32
N -4.97 -23.34 6.56
C -3.81 -23.81 7.57
C -5.64 -22.14 7.30
C -5.86 -24.45 6.02
C -6.81 -25.20 6.97
O -7.78 -24.37 7.43
H -5.00 -22.32 4.64
H -3.80 -23.57 4.81
H -3.69 -21.82 5.62
H -3.18 -22.95 7.76
H -3.38 -24.69 7.08
H -4.35 -24.06 8.48
H -4.85 -21.41 7.50
H -6.30 -22.37 8.14
H -6.19 -21.62 6.51
H -5.17 -25.15 5.53
H -6.59 -24.01 5.34
H -6.25 -25.54 7.85
H -7.28 -26.01 6.42
H -8.55 -24.87 7.70
C -7.48 -19.68 -10.07
N -7.04 -18.24 -10.19
C -5.72 -18.14 -11.05
C -8.17 -17.53 -10.93
C -7.01 -17.54 -8.73
C -6.03 -18.10 -7.77
O -4.68 -17.84 -8.22
H -8.35 -19.85 -9.44
H -6.60 -20.22 -9.71
H -7.73 -19.99 -11.09
H -4.96 -18.69 -10.50
H -5.32 -17.13 -11.17
H -5.96 -18.75 -11.93
H -7.91 -16.53 -11.26
H -9.11 -17.61 -10.38
H -8.33 -17.92 -11.93
H -7.97 -17.84 -8.31
H -6.99 -16.45 -8.77
H -6.23 -19.17 -7.67
H -5.98 -17.74 -6.74
H -4.16 -17.27 -7.66
C 3.53 -25.17 -5.86
C 3.43 -23.96 -6.74
C 3.82 -22.71 -5.94
N 3.83 -21.39 -6.89
C 2.45 -21.21 -7.46
C 4.81 -21.34 -8.08
C 5.07 -19.85 -8.41
C 4.83 -19.09 -7.16
C 4.17 -20.17 -6.09
H 3.36 -26.07 -6.45
H 2.73 -25.21 -5.12
H 4.43 -25.12 -5.24
H 2.43 -23.87 -7.14
H 4.23 -23.99 -7.48
H 4.84 -22.65 -5.58
H 3.16 -22.65 -5.07
H 1.81 -21.24 -6.58
H 2.15 -22.05 -8.07
H 2.38 -20.19 -7.85
H 4.38 -21.98 -8.85
H 5.62 -21.96 -7.71
H 4.30 -19.46 -9.07
H 6.09 -19.79 -8.78
H 4.21 -18.25 -7.48
H 5.74 -18.59 -6.84
H 3.22 -19.85 -5.66
H 4.85 -20.47 -5.30
C -1.84 -15.24 -1.29
F -3.00 -14.74 -1.67
F -1.62 -15.13 0.04
F -1.84 -16.54 -1.55
S -0.46 -14.40 -2.35
O -0.33 -13.10 -1.65
O 0.69 -15.26 -2.15
N -0.99 -14.45 -4.04
S -0.54 -12.99 -4.42
O -1.20 -11.76 -3.82
O 0.88 -12.88 -4.64
C -1.27 -12.91 -6.34
F -0.64 -11.94 -7.05
F -0.99 -14.01 -7.01
F -2.63 -12.72 -6.24
C -11.83 -11.64 8.22
F -11.77 -10.35 8.42
F -11.30 -12.28 9.31
F -13.06 -12.13 8.00
S -10.65 -12.09 6.82
O -10.55 -13.51 6.81
O -11.27 -11.62 5.64
N -9.18 -11.42 7.25
S -8.58 -10.93 5.92
O -8.72 -11.85 4.79
O -8.87 -9.57 5.61
C -6.70 -11.10 6.34
F -6.24 -10.39 7.34
F -6.31 -12.35 6.60
F -6.04 -10.78 5.22
C 8.71 -9.30 -7.21
F 7.37 -9.34 -6.91
F 9.41 -10.12 -6.45
F 8.86 -9.62 -8.51
S 9.32 -7.49 -6.74
O 10.68 -7.75 -6.34
O 9.16 -6.66 -7.92
N 8.41 -7.30 -5.33
S 7.51 -6.16 -5.65
O 8.12 -4.86 -5.61
O 6.65 -6.34 -6.79
C 6.37 -6.20 -4.06
F 7.13 -6.04 -3.00
F 5.53 -5.21 -4.23
F 5.69 -7.33 -4.03
C 4.25 -22.83 3.56
F 3.43 -21.89 3.20
F 3.74 -23.43 4.61
F 4.40 -23.62 2.46
S 5.90 -22.02 3.95
O 6.87 -22.51 2.92
O 5.55 -20.65 3.99
N 6.28 -22.69 5.50
S 7.64 -22.14 5.82
O 8.59 -23.23 5.85
O 8.07 -20.89 5.17
C 7.51 -21.49 7.71
F 7.20 -22.46 8.58
F 8.62 -20.97 8.16
F 6.56 -20.53 7.74
C -4.87 -9.42 -16.29
F -3.66 -9.28 -15.65
F -5.71 -10.02 -15.49
F -5.39 -8.17 -16.53
S -4.67 -10.58 -17.79
O -3.30 -11.10 -17.85
O -5.73 -11.66 -17.63
N -5.28 -9.55 -19.06
S -3.98 -8.85 -19.58
O -3.29 -8.01 -18.59
O -3.20 -9.66 -20.49
C -4.78 -7.45 -20.65
F -5.42 -7.88 -21.73
F -5.63 -6.79 -19.90
F -3.85 -6.63 -21.17
```

Results
Relative energy (zero: lowest compared OMol25 entry of this formula, charge and spin) (kcal/mol): 334.3
HOMO (hartree): -0.2600
Calculated total energy (hartree): -10822.5059
Gap between HOMO and LUMO (eV): 5.2595